(1)
{"formula": "C32H28BrIN3O16", "method": "ωB97M-V/def2-TZVPD", "species": ["I", "Br", "O", "O", "O", "O", "O", "O", "O", "O", "O", "O", "O", "O", "O", "O", "O", "O", "N", "N", "N", "C", "C", "C", "C", "C", "C", "C", "C", "C", "C", "C", "C", "C", "C", "C", "C", "C", "C", "C", "C", "C", "C", "C", "C", "C", "C", "C", "C", "C", "C", "C", "C", "H", "H", "H", "H", "H", "H", "H", "H", "H", "H", "H", "H", "H", "H", "H", "H", "H", "H", "H", "H", "H", "H", "H", "H", "H", "H", "H", "H"], "coordinates": [[4.39380, -2.76745, -4.70708], [1.38813, 0.33956, 0.67956], [1.99222, -6.33641, -0.58631], [-2.16590, -8.51663, -0.49238], [2.15247, 4.19921, -6.40998], [-7.14162, 7.52937, 2.29566], [4.76736, 0.73043, -4.57928], [-4.97008, 7.56544, 7.28917], [0.25150, 3.75006, -4.73364], [2.90098, -7.78257, 1.35371], [2.85013, 0.26244, -2.95926], [-6.40972, 5.32951, 3.41336], [-4.15292, 5.06192, 0.62327], [-5.75256, 9.75851, 6.19884], [-1.86900, 4.44904, -0.44663], [-2.84251, 2.54315, 4.38173], [-1.29424, -9.90712, 1.49246], [-0.54625, 2.00514, 3.34202], [3.99750, -2.36081, -1.85421], [0.07193, -3.45160, -1.65818], [4.56086, -1.42276, -1.13001], [2.68912, -2.60705, -1.85861], [-1.36266, 2.74451, 2.60735], [-0.47607, -9.12120, 1.06031], [1.30052, 2.96968, -4.62913], [0.86999, -8.94978, 1.55980], [1.17882, -7.15735, -0.16287], [-5.63115, 6.28772, 5.42720], [2.39244, -0.82768, -0.35253], [3.61247, 2.51111, -5.62558], [4.94553, -3.13498, -2.68735], [2.39290, 3.28927, -5.64242], [-6.21964, 6.31327, 4.11344], [4.98895, -4.61594, -2.33363], [-0.14637, -7.33388, -0.68023], [3.78889, -0.66434, -0.39179], [-1.05780, 3.19848, 1.38556], [5.10752, -4.84642, -0.82193], [-5.49031, 7.45081, 6.08401], [-2.02923, 3.99968, 0.67328], [-0.93919, -8.26162, -0.10954], [-6.63919, 7.64272, 3.51219], [3.72070, 1.52972, -4.72170], [-3.35052, 4.30681, 1.35453], [2.61844, 1.20098, -3.72139], [-6.50147, 8.80455, 4.16767], [1.41571, 1.97880, -3.72485], [-3.66015, 3.84478, 2.57642], [1.65354, -8.02865, 0.98344], [0.33942, -2.13324, -1.11900], [-5.92802, 8.78258, 5.49256], [-2.69368, 3.03296, 3.27578], [1.81514, -1.84424, -1.08571], [-0.11092, -1.37807, -1.77732], [-4.60449, 4.05990, 3.05838], [2.33371, -3.40605, -2.50073], [0.43575, 4.37133, -5.47028], [-0.89511, -3.69615, -1.47708], [-1.02700, 1.82041, 4.17713], [-5.00573, 8.52004, 7.51078], [4.11431, -4.82875, -0.36467], [4.49250, 0.12294, -3.85934], [4.38989, 2.74762, -6.33772], [4.07744, -5.09513, -2.70623], [5.72519, -4.09624, -0.31993], [-3.67908, 5.24682, -0.21198], [5.53482, -5.83160, -0.62662], [5.82773, -5.06436, -2.86852], [-5.32643, 5.33797, 5.84425], [1.20089, -9.57043, 2.38019], [4.28823, 0.10458, 0.18504], [-7.11717, 6.57527, 2.07719], [0.62797, -4.15635, -1.17427], [-6.79929, 9.75445, 3.74735], [5.89598, -2.62622, -2.54369], [3.22938, -7.07404, 0.76810], [-0.10383, 2.99958, 0.91713], [-0.46822, -6.73507, -1.52096], [-2.50208, -9.22912, 0.09322], [-0.06149, -1.96564, -0.11082], [0.64036, 1.75185, -3.00667]], "lowdin_charge": [1.05, 0.96, 0.05, 0.14, 0.13, 0.12, 0.06, 0.13, 0.15, 0.12, 0.03, 0.07, 0.12, 0.11, 0.10, 0.11, 0.13, 0.09, -0.15, 0.02, 0.16, 0.00, -0.24, -0.30, -0.22, 0.08, -0.31, 0.07, -0.60, 0.08, -0.68, -0.30, -0.31, -0.28, 0.06, -0.11, 0.05, -0.08, -0.23, -0.31, -0.22, -0.23, -0.23, -0.22, -0.28, 0.07, 0.07, 0.08, -0.23, -0.23, -0.31, -0.30, -0.19, 0.14, 0.11, 0.13, 0.13, 0.09, 0.12, 0.12, 0.05, 0.05, 0.14, 0.10, 0.08, 0.12, 0.09, 0.12, 0.14, 0.14, 0.13, 0.12, 0.06, 0.14, 0.10, 0.10, 0.10, 0.13, 0.13, 0.10, 0.13], "lumo_energy_ev": -4.4, "spin_multiplicity": 1, "total_energy_ha": -5475.761420, "total_charge": 1}

(2)
{"formula": "C40H80ClF4N2O11P2S", "method": "ωB97M-V/def2-TZVPD", "species": ["Cl", "S", "P", "P", "F", "F", "F", "F", "O", "O", "O", "O", "O", "O", "O", "O", "O", "O", "O", "N", "N", "C", "C", "C", "C", "C", "C", "C", "C", "C", "C", "C", "C", "C", "C", "C", "C", "C", "C", "C", "C", "C", "C", "C", "C", "C", "C", "C", "C", "C", "C", "C", "C", "C", "C", "C", "C", "C", "C", "C", "C", "H", "H", "H", "H", "H", "H", "H", "H", "H", "H", "H", "H", "H", "H", "H", "H", "H", "H", "H", "H", "H", "H", "H", "H", "H", "H", "H", "H", "H", "H", "H", "H", "H", "H", "H", "H", "H", "H", "H", "H", "H", "H", "H", "H", "H", "H", "H", "H", "H", "H", "H", "H", "H", "H", "H", "H", "H", "H", "H", "H", "H", "H", "H", "H", "H", "H", "H", "H", "H", "H", "H", "H", "H", "H", "H", "H", "H", "H", "H", "H"], "coordinates": [[5.93447, 1.27773, -3.32760], [-3.11992, -1.43271, -1.33735], [-1.38868, -0.96118, -0.66664], [0.95062, -3.13835, -2.25551], [0.37677, 3.14538, -4.31674], [2.31567, 3.49251, -5.81108], [1.71810, 3.45720, -2.55248], [3.64232, 3.68577, -4.01532], [3.36144, -4.12550, -0.61242], [3.97341, -1.04808, 3.13784], [1.61152, -2.08334, -4.92486], [0.17830, -4.46110, -2.42190], [-5.02413, 3.49046, 1.70090], [-5.56786, 7.28002, 3.26724], [4.97363, -3.72041, 9.30671], [-9.85860, 4.16192, -1.23390], [-0.17446, 1.75156, -1.28113], [-1.14615, -0.70933, -7.15772], [3.67999, -6.74299, 3.85847], [-0.09321, -0.63059, -1.91459], [-1.17612, 1.07727, -3.18523], [6.43567, -5.57829, 9.06413], [3.66095, -0.32752, -3.30497], [-6.68540, 2.13010, 2.71880], [1.03542, 0.28559, -4.60037], [3.04800, -6.11219, 4.68287], [0.55237, -1.22179, -4.41414], [-4.36809, 8.84350, 1.94206], [-2.41453, 2.43630, 0.92372], [5.50055, -4.68127, 9.83193], [2.71514, 0.69463, -2.53740], [-4.64530, 7.47342, 2.50331], [5.07438, -1.52561, 1.08968], [1.46746, 2.60490, -3.64597], [1.57750, -5.84213, 4.50219], [-9.84703, 4.21057, -3.60864], [2.71517, 2.84187, -4.65498], [-1.95972, -1.45249, -7.67748], [1.32786, 1.08228, -3.23316], [1.48003, 3.26795, 1.76708], [-7.00727, 3.22887, 0.41718], [-3.42212, -1.37493, -7.33128], [0.69776, 1.67464, -0.15566], [6.32181, -0.68924, 3.18000], [-0.82168, 1.14397, 2.65553], [4.64931, -5.97831, -1.36588], [5.24468, -5.02189, 11.27606], [3.70345, -5.57000, 5.92416], [0.01189, 0.80340, -2.31897], [-0.01624, -1.65362, -3.00413], [3.66582, -5.29692, -0.45424], [3.07307, -6.11311, 0.65859], [-9.77128, 4.83516, -2.24050], [-6.13378, 2.99683, 1.61935], [5.02354, -1.08381, 2.52866], [-3.73298, 6.35275, 2.07924], [0.23742, 2.83158, 0.86148], [-1.01701, 2.44687, 1.74591], [5.10962, -0.19877, -2.58903], [-1.54151, -2.48338, -8.69067], [-9.58324, 6.32744, -2.16979], [-7.93193, 3.72402, 0.71916], [0.73516, 0.65537, 0.36684], [-6.89498, 1.13000, 2.33402], [-3.37118, 9.17325, 2.24116], [-3.75537, -2.32546, -6.90975], [-4.05081, 5.42752, 2.55911], [5.45933, -0.71455, 0.46865], [4.99488, -5.27003, -2.12099], [-6.48273, 3.87059, -0.29270], [1.23945, -6.29064, 3.56651], [-1.79390, 0.57284, 2.76602], [-9.98333, 3.13293, -3.50709], [4.16828, -6.81937, -1.86847], [-10.69633, 4.62080, -4.15830], [-1.14846, 3.30439, 2.48742], [-3.10415, 3.23574, 1.34713], [-10.42089, 6.83135, -2.65579], [5.50993, -6.32514, -0.79108], [5.73507, -1.11726, -2.76783], [-1.85564, 0.31862, -3.15696], [6.03988, -6.59568, 9.04005], [0.76791, -0.79826, -1.34106], [1.05325, 3.56914, 2.77442], [-5.10219, 9.54960, 2.33263], [-0.46250, -2.42535, -8.84216], [-0.29191, -1.36202, -5.18231], [1.01421, -6.28442, 5.32597], [-0.04481, 3.73954, 0.24037], [-4.44694, 8.82247, 0.85320], [2.27425, -3.23876, -2.76010], [-1.50899, 0.10167, 0.27383], [1.39988, -4.76554, 4.45958], [4.76060, -5.83928, 5.92203], [-1.03958, -2.12473, -3.19198], [-1.61405, 1.95974, -2.91717], [1.19201, -2.73352, -5.51546], [4.06833, -1.77805, 0.74895], [1.79081, 1.93552, -0.35378], [7.01148, -1.53561, 3.17765], [3.62003, -4.48156, 5.94364], [-5.94946, 2.05012, 3.52038], [3.38277, -1.41412, -3.20243], [-4.00301, -1.13457, -8.22351], [-7.59579, 2.57676, 3.12247], [-0.52086, 1.49975, 3.69514], [5.70767, -2.40961, 0.99481], [3.27674, 1.90058, -4.89468], [6.52562, -5.21274, 8.04008], [3.85207, -0.09463, -4.38855], [-8.64437, 6.60733, -2.65187], [-3.57757, -0.58919, -6.59026], [6.18038, -4.98860, 11.83753], [3.35508, 1.62554, -2.36412], [6.13299, -0.39446, 4.21301], [2.59999, 0.27202, -1.47997], [-2.03934, -2.29196, -9.64291], [1.06525, -2.90617, -0.83484], [7.42391, -5.56792, 9.52782], [3.23401, -6.00115, 6.81054], [-8.91982, 4.39677, -4.15435], [2.52191, -6.96029, 0.24579], [2.04096, 4.11733, 1.28541], [-9.54652, 6.63817, -1.12471], [-2.86242, 1.40049, 1.09545], [6.76238, 0.15704, 2.64899], [0.00787, 0.45867, 2.31540], [1.94685, 0.24420, -5.28152], [4.93194, 0.03626, -1.50359], [-2.26927, 2.65659, -0.17209], [-2.70744, 6.57260, 2.38518], [0.26521, 0.81931, -5.24592], [3.86393, -6.46504, 1.32348], [2.38352, -5.49356, 1.23379], [2.13870, 2.35585, 1.89486], [4.79603, -6.01450, 11.35038], [-3.78462, 6.22107, 0.99647], [4.55444, -4.29285, 11.70256], [-0.86989, -2.09327, 0.06783], [-7.23098, 2.27755, -0.06951], [-1.79170, -3.48289, -8.32924]], "lowdin_charge": [0.55, 0.28, 0.46, 0.80, 0.09, 0.07, 0.07, 0.02, -0.03, 0.06, -0.08, -0.44, 0.00, 0.07, 0.06, 0.05, -0.09, 0.04, 0.05, -0.20, 0.15, -0.03, -0.23, -0.01, -0.04, -0.50, -0.28, -0.03, -0.06, -0.51, -0.12, -0.50, -0.03, -0.31, -0.02, -0.03, -0.21, -0.49, -0.18, -0.05, -0.02, -0.02, -0.18, -0.02, -0.08, -0.01, -0.03, -0.02, -0.44, -0.29, -0.48, -0.01, -0.50, -0.47, -0.50, -0.03, -0.29, -0.35, -0.50, -0.02, -0.02, 0.09, 0.11, 0.09, 0.08, 0.09, 0.06, 0.07, 0.08, 0.08, 0.08, 0.08, 0.08, 0.09, 0.09, 0.13, 0.06, 0.09, 0.09, 0.09, 0.05, 0.09, 0.10, 0.09, 0.08, 0.08, 0.14, 0.09, 0.15, 0.08, 0.03, -0.01, 0.09, 0.08, 0.12, 0.12, 0.12, 0.07, 0.12, 0.09, 0.09, 0.08, 0.08, 0.09, 0.09, 0.09, 0.09, 0.14, 0.07, 0.10, 0.09, 0.08, 0.09, 0.12, 0.09, 0.11, 0.09, 0.02, 0.09, 0.09, 0.08, 0.10, 0.09, 0.08, 0.06, 0.09, 0.06, 0.13, 0.05, 0.07, 0.08, 0.14, 0.08, 0.08, 0.08, 0.09, 0.09, 0.08, 0.02, 0.09, 0.09], "lumo_energy_ev": -2.8, "spin_multiplicity": 1, "total_energy_ha": -4449.442266, "total_charge": 1}

(3)
{"formula": "C26H26ClN5O6PS", "method": "ωB97M-V/def2-TZVPD", "species": ["Cl", "S", "P", "O", "O", "O", "O", "O", "O", "N", "N", "N", "N", "N", "C", "C", "C", "C", "C", "C", "C", "C", "C", "C", "C", "C", "C", "C", "C", "C", "C", "C", "C", "C", "C", "C", "C", "C", "C", "C", "H", "H", "H", "H", "H", "H", "H", "H", "H", "H", "H", "H", "H", "H", "H", "H", "H", "H", "H", "H", "H", "H", "H", "H", "H", "H"], "coordinates": [[1.29261, -0.39835, 0.84719], [2.46944, -4.09962, -1.49333], [1.22256, -1.64211, -0.86962], [2.83555, -5.35775, -0.81431], [1.78548, -3.15608, -0.27836], [-0.44280, -1.67810, -1.24986], [3.91503, -3.49032, -2.03904], [4.68490, -2.74742, 0.07929], [4.88575, -1.42195, -1.66754], [-4.23357, 1.31114, -2.29342], [-0.35854, 2.48931, -0.37426], [-1.69909, -4.08896, -3.81336], [0.09823, 7.10685, 3.21112], [6.90860, -6.57111, 3.66578], [4.53072, -2.55159, -1.12858], [-1.84341, -4.31472, -5.12397], [-2.43626, -4.84474, -2.98975], [7.49040, -5.50567, 4.22725], [0.80489, 8.23558, 3.08724], [-6.24372, 1.18905, -3.60455], [-3.31597, -5.82545, -3.41937], [-6.95073, 0.72339, -2.50772], [1.07917, 9.09374, 4.14037], [-0.08530, 4.51184, 0.89631], [-0.14582, 7.60414, 5.54916], [-4.93759, 0.86241, -1.24910], [-0.36087, 6.81257, 4.43199], [-6.28807, 0.55417, -1.30295], [0.36729, 3.29461, 0.40839], [-1.58984, 2.90504, -0.69317], [6.45297, -3.98799, 2.71453], [0.59075, 8.76761, 5.39534], [5.83984, -5.07409, 2.11427], [7.29632, -4.20302, 3.79493], [6.09743, -6.33680, 2.62526], [-4.89465, 1.46462, -3.44569], [-1.36257, 4.92164, 0.55114], [-2.13496, 4.10526, -0.26097], [-2.69799, -5.26704, -5.65584], [-3.44705, -6.03664, -4.78138], [1.36160, 2.93176, 0.64859], [-6.80660, 0.19203, -0.42476], [-4.29811, 1.82811, -4.27586], [-0.54375, 7.31683, 6.51366], [-0.92827, 5.89028, 4.50255], [8.14373, -5.72384, 5.06670], [0.78240, 9.41313, 6.24468], [-1.23354, -3.69136, -5.76922], [-6.72736, 1.33479, -4.56180], [-1.75188, 5.86742, 0.91171], [-2.15663, 2.23047, -1.32745], [6.27451, -2.98521, 2.34348], [-2.77378, -5.40296, -6.72680], [0.54511, 5.12250, 1.52913], [-3.88377, -6.40753, -2.70535], [1.65940, 9.99343, 3.98179], [-4.37580, 0.74982, -0.32734], [-4.12574, -6.79336, -5.15782], [1.16301, 8.44938, 2.08562], [5.17578, -4.94228, 1.26822], [7.79258, -3.37796, 4.29046], [5.63724, -7.21799, 2.19036], [-0.66122, -2.37729, -1.90818], [-3.13773, 4.39218, -0.55238], [-8.00712, 0.49499, -2.59095], [-2.30317, -4.64079, -1.93242]], "nbo_charge": [-0.32, 1.70, 1.36, -0.92, -0.98, -1.01, -0.72, -0.74, -0.77, -0.41, -0.40, -0.42, -0.42, -0.44, 0.90, 0.04, 0.04, 0.01, 0.04, -0.27, -0.26, -0.17, -0.26, -0.27, -0.26, 0.04, 0.04, -0.26, 0.03, 0.02, -0.16, -0.17, -0.25, -0.27, 0.02, 0.04, -0.18, -0.27, -0.27, -0.17, 0.20, 0.22, 0.19, 0.22, 0.20, 0.18, 0.21, 0.20, 0.22, 0.21, 0.22, 0.25, 0.22, 0.23, 0.22, 0.22, 0.20, 0.21, 0.20, 0.27, 0.21, 0.19, 0.51, 0.21, 0.21, 0.20], "lumo_energy_ev": 2.0, "spin_multiplicity": 1, "total_energy_ha": -2931.379709, "total_charge": -1}